<one>
An isolated ion of composition C5H14N and charge +1, computed with ωB97M-V/def2-TZVPD.

```
! RIJCOSX wB97M-V def2-TZVPD def2/J DEFGRID3
* xyz 1 1
C 1.55937 0.21088 -2.04927
C 0.87670 -0.64117 -0.95004
C 0.02310 0.16863 0.03401
C -1.23187 0.74667 -0.59311
C -0.37491 -0.80847 1.21440
N -0.68397 -0.01358 2.43721
H 2.18451 1.05461 -1.68760
H 0.81938 0.79273 -2.62381
H 2.16009 -0.45650 -2.69193
H 0.16210 -1.41256 -1.33560
H 1.64639 -1.19162 -0.35306
H 0.71670 1.04484 0.61979
H -1.06983 1.63921 -1.30326
H -1.98699 1.18789 -0.01877
H -1.70881 -0.05922 -1.28071
H -1.29675 -1.49150 0.96075
H 0.47985 -1.54486 1.53703
H -1.18896 -0.49828 3.16801
H -1.36509 0.72004 2.13800
H 0.27898 0.55226 2.77794
*
```

## Properties
**SMILES string**: CC[C@@H](C)C[NH3+]
**Gap between HOMO and LUMO**: 11.11 eV
**LUMO level**: -0.144 Ha

natural (NBO) charges in e: -0.621 -0.404 -0.207 -0.669 -0.243 -0.702 0.221 0.216 0.239 0.214 0.211 0.189 0.257 0.214 0.235 0.245 0.240 0.450 0.441 0.474

<two>
A 2-piece molecular cluster, C5H14N overall, computed with ωB97M-V/def2-TZVPD.

```
! RIJCOSX wB97M-V def2-TZVPD def2/J DEFGRID3
* xyz 1 1
C 0.42958 -1.37982 1.97626
N -0.77720 -1.36673 2.38469
H 0.62758 -1.08676 0.96023
H 1.22114 -1.66530 2.65883
H -1.01589 -1.60774 3.34063
H -1.50274 -1.04884 1.74784
C -0.60378 2.33797 -0.40569
C 0.73781 -1.18963 -1.47349
C 0.28370 0.26462 -1.58701
C -0.10096 0.90691 -0.24855
H 0.13211 2.95163 -0.92722
H -0.85105 2.79961 0.54844
H -1.50565 2.38005 -1.02541
H 0.93210 -1.61873 -2.45419
H -0.02225 -1.82418 -0.99819
H 1.65932 -1.26132 -0.88038
H -0.58516 0.30605 -2.24789
H 1.08810 0.85716 -2.02718
H -0.90619 0.32671 0.22488
H 0.75945 0.91835 0.43340
*
```

## Properties
**Gap between HOMO and LUMO**: 9.35 eV
**LUMO level**: -0.206 Ha

natural (NBO) charges in e: 0.164 -0.574 0.256 0.236 0.449 0.448 -0.607 -0.612 -0.404 -0.381 0.223 0.216 0.217 0.247 0.180 0.190 0.214 0.219 0.139 0.181

What should be chosen as the most stable of them? Choose <two>.

<one>
An isolated ion of composition C13H19N2 and charge +1, computed with ωB97M-V/def2-TZVPD.

```
! RIJCOSX wB97M-V def2-TZVPD def2/J DEFGRID3
* xyz 1 1
C -0.42894 -0.43317 2.12414
N -1.24551 -0.95035 1.29381
C -1.20276 -2.34398 0.89022
C -2.10231 -0.17206 0.35455
C -3.47594 -0.34221 0.43422
C -4.19016 0.40130 -0.51166
C -3.53318 1.26907 -1.44234
C -2.19095 1.42309 -1.43294
C -1.44159 0.62528 -0.56430
C 0.04305 0.72405 -0.72363
N 0.93243 0.29871 0.04452
C 2.32311 0.30175 -0.19431
C 2.77263 -1.11483 0.16511
C 2.88697 0.63397 -1.67310
C 2.88334 1.35747 0.78167
H -0.51894 0.59538 2.41388
H 0.33954 -1.07744 2.65136
H -2.18785 -2.74123 0.90717
H -1.14069 -2.56394 -0.25627
H -0.53064 -2.87081 1.48324
H -3.90818 -0.98261 1.17615
H -5.22047 0.59331 -0.48391
H -4.38810 1.75361 -1.97160
H -1.61822 2.09194 -2.11858
H 0.37055 1.18717 -1.66077
H 2.40517 -1.25548 1.23715
H 2.31826 -1.84520 -0.44303
H 3.83378 -1.42237 0.20160
H 3.76526 1.17893 -1.52481
H 2.00835 1.19632 -2.10927
H 3.18844 -0.26340 -2.30771
H 2.50607 1.20765 1.81407
H 4.05910 1.14666 0.94895
H 2.68838 2.39339 0.49643
*
```

## Properties
**SMILES string**: C=[N+](C)c1ccccc1/C=N/C(C)(C)C
**Gap between HOMO and LUMO**: 8.89 eV
**LUMO level**: -0.145 Ha

natural (NBO) charges in e: 0.158 -0.278 -0.429 0.133 -0.222 -0.152 -0.191 -0.154 -0.111 0.123 -0.413 0.070 -0.595 -0.617 -0.607 0.235 0.240 0.238 0.256 0.228 0.243 0.230 0.251 0.241 0.172 0.183 0.213 0.239 0.228 0.194 0.229 0.208 0.230 0.227

<two>
C13H19N2 as an isolated structure, computed with ωB97M-V/def2-TZVPD.

```
! RIJCOSX wB97M-V def2-TZVPD def2/J DEFGRID3
* xyz 1 1
C -4.29588 0.03556 -0.39220
C -3.77064 0.57195 0.78955
C -3.53990 -0.80168 -1.19541
C -2.49210 0.27280 1.19109
C -2.22582 -1.00024 -0.92814
C -1.69165 -0.46850 0.28352
C 1.38049 -0.52847 -0.79953
C -0.29483 -0.75661 0.71667
C 1.80117 0.76719 -0.06368
C 2.11523 -0.83615 -2.02473
C 0.02641 -1.47416 1.97096
C 1.91966 2.04487 -0.88600
C 3.08326 0.50626 0.64066
N 0.44438 -1.21268 -0.31447
N 0.70871 0.86302 0.83528
H -5.31872 0.22189 -0.70169
H -4.42768 1.01250 1.40803
H -4.17628 -1.12719 -1.99275
H -2.09446 0.59498 2.11436
H -1.75245 -1.69546 -1.56603
H 3.05208 -0.30595 -2.20826
H 1.46276 -0.65015 -2.85814
H 2.58324 -1.74977 -2.01343
H 1.08414 -1.54614 1.87528
H -0.35867 -2.40667 1.76360
H -0.50915 -1.07234 2.86903
H 2.58411 2.76874 -0.31449
H 0.98074 2.41998 -1.23678
H 2.62635 1.76984 -1.71131
H 3.20660 1.25852 1.31529
H 3.88061 0.36147 -0.23057
H 3.09626 -0.43989 1.16564
H 0.00160 1.62986 0.65580
H 0.91044 0.97265 1.84289
*
```

## Properties
**Gap between HOMO and LUMO**: 9.74 eV
**LUMO level**: -0.108 Ha

natural (NBO) charges in e: -0.150 -0.193 -0.205 -0.191 -0.172 -0.138 0.384 0.464 0.010 -0.697 -0.668 -0.617 -0.602 -0.436 -0.655 0.227 0.219 0.237 0.211 0.240 0.234 0.262 0.259 0.228 0.261 0.247 0.240 0.229 0.238 0.224 0.242 0.224 0.429 0.414

What should be chosen as the most stable of them? Choose <two>.